{
  "formula": "C27H48Br2N2O11P",
  "method": "ωB97M-V with the def2-TZVPD basis set",
  "elements": ["H", "H", "C", "P", "C", "H", "H", "O", "H", "H", "H", "N", "H", "C", "O", "O", "H", "H", "H", "H", "C", "Br", "H", "C", "H", "C", "H", "H", "Br", "H", "C", "C", "H", "N", "C", "H", "C", "H", "O", "C", "C", "H", "C", "O", "H", "O", "C", "H", "O", "H", "O", "O", "C", "C", "C", "H", "H", "C", "C", "C", "H", "H", "H", "C", "H", "H", "H", "H", "H", "H", "H", "H", "H", "O", "C", "C", "C", "C", "H", "H", "H", "H", "H", "C", "C", "O", "H", "H", "H", "H", "H"],
  "coordinates": [[0.27, -4.07, 10.86], [5.99, 5.16, 3.66], [-1.84, 1.85, -3.81], [1.41, 0.49, -5.96], [-0.74, 1.80, -4.66], [1.25, -1.72, -4.70], [2.82, 2.51, 2.00], [-7.82, 3.47, -4.06], [-0.97, -6.36, 7.61], [-0.32, -5.39, 9.84], [-0.83, -5.52, 6.05], [-1.54, -0.44, -3.24], [-0.46, 2.69, -5.22], [-0.05, 0.60, -4.78], [5.31, 2.34, 0.65], [5.55, 3.61, 2.43], [-1.98, -2.05, -7.15], [1.22, -5.56, 10.66], [-0.56, 0.22, -1.06], [3.67, -0.41, 3.53], [-1.14, -0.36, -0.33], [-3.77, -2.08, -3.24], [1.29, -4.05, 2.59], [5.09, 4.63, 3.32], [-5.54, 3.09, -4.86], [-2.21, 0.73, -3.14], [4.06, -0.21, 1.81], [-3.60, 3.90, -6.12], [-2.59, -2.86, 0.03], [2.96, 3.31, 0.43], [-3.39, 4.59, -5.29], [1.29, -4.23, 8.96], [0.34, -2.40, -3.30], [1.67, 1.99, -6.70], [-0.48, -5.54, 7.08], [-1.40, -2.44, -2.46], [-2.27, -1.19, -0.94], [1.37, -3.17, 4.90], [1.52, 0.03, 1.73], [-6.99, 4.60, -4.38], [3.31, 3.31, 1.46], [5.02, 3.33, 5.03], [-1.66, -1.91, -6.10], [1.52, -6.48, 6.26], [3.43, 0.78, -5.16], [-2.35, 4.15, -4.45], [1.01, -5.77, 7.08], [3.48, 3.50, 4.22], [-0.31, -2.62, -6.52], [2.69, -4.31, 4.61], [2.69, 0.21, -4.93], [1.76, -5.24, 8.06], [0.57, -4.85, 10.15], [4.37, 4.04, 4.52], [2.29, -3.34, 4.33], [0.92, 2.26, -7.33], [-3.09, 0.75, -2.49], [2.10, -0.92, 2.19], [0.27, -1.82, -4.23], [2.01, -3.28, 2.85], [1.92, 2.75, -6.07], [-6.86, 5.16, -3.45], [-3.02, 5.52, -5.76], [-5.66, 4.18, -5.04], [-0.92, -3.72, -4.82], [-3.76, 2.77, -3.68], [-7.56, 5.19, -5.11], [-1.52, 0.28, 0.47], [-3.23, -0.66, -0.91], [0.67, -3.50, 8.44], [-2.51, 3.43, -2.57], [4.49, 5.37, 2.79], [-5.79, 4.29, -6.13], [1.40, -2.03, 2.48], [-2.04, -1.56, -2.44], [-2.72, 3.09, -3.60], [3.56, -0.85, 2.54], [-0.47, -0.51, -4.06], [-7.85, 2.92, -4.85], [-0.45, -1.05, 0.19], [3.00, -2.57, 4.64], [2.18, -3.71, 9.31], [-2.44, -2.67, -5.74], [-0.59, -2.74, -5.20], [4.80, 3.07, 1.46], [-4.56, 4.95, -4.57], [-0.78, -4.59, 7.52], [4.09, 4.83, 5.21], [2.90, -3.47, 2.25], [3.02, 4.27, 1.88], [4.07, -1.81, 2.51]],
  "relative_energy_kcal_mol": 0.00,
  "homo_lumo_gap_ev": 7.184,
  "charge": 1,
  "fmax_ha_per_bohr": 0.0651
}